{
  "formula": "C25H15BrNO2Re",
  "method": "the ωB97M-V functional and the def2-TZVPD basis",
  "symbols": ["Re", "Br", "O", "O", "N", "C", "C", "C", "C", "C", "C", "C", "C", "C", "C", "C", "C", "C", "C", "C", "C", "C", "C", "C", "C", "C", "C", "C", "C", "C", "H", "H", "H", "H", "H", "H", "H", "H", "H", "H", "H", "H", "H", "H", "H"],
  "coordinates": [[-1.1875, 0.4620, -0.8054], [-2.8945, -0.6618, -2.2434], [1.0032, -2.1286, -0.3494], [0.9706, 2.0797, -2.1399], [0.6447, 0.0375, -1.1436], [-3.1462, -4.5491, -0.7621], [0.2889, 3.1726, 1.8360], [-2.2868, -3.1419, 1.0081], [-0.9480, 1.9279, 0.1872], [4.9571, 0.0446, -2.8481], [-1.4005, -1.7274, 2.8150], [1.4357, 1.0130, -1.8375], [3.8414, 0.8724, -2.7664], [-0.7984, 3.0908, 0.9347], [2.7358, -0.8922, -1.5312], [-3.1662, -3.4383, -1.6254], [3.8362, -1.7182, -1.6058], [0.4506, 4.3100, 2.5909], [-1.3017, -0.6507, 1.9525], [1.4118, -1.1692, -0.9168], [2.7432, 0.3799, -2.0917], [-2.7392, -4.3964, 0.5397], [-1.5255, 5.2912, 1.5487], [-0.4555, 5.3616, 2.4417], [-1.6681, -0.7742, 0.5937], [-2.2475, -2.0324, 0.1448], [-1.8667, -2.9459, 2.3465], [4.9520, -1.2304, -2.2806], [-2.7508, -2.2383, -1.1257], [-1.7057, 4.1604, 0.7909], [1.2704, 4.3914, 3.2913], [3.8304, -2.7058, -1.1630], [-3.5211, -3.5365, -2.6434], [5.8456, 0.3959, -3.3567], [-2.2127, 6.1212, 1.4552], [-2.7599, -5.2384, 1.2209], [-0.9178, 0.2943, 2.3161], [3.8373, 1.8631, -3.2022], [0.9819, 2.3434, 1.9171], [-2.5289, 4.0791, 0.0918], [-3.4755, -5.5111, -1.1305], [-1.9359, -3.7852, 3.0303], [-0.3244, 6.2572, 3.0369], [-1.1039, -1.6233, 3.8494], [5.8320, -1.8539, -2.3708]],
  "forces_ev_per_angstrom": [[1.84, 0.85, 1.12], [-0.86, -0.21, -0.60], [-0.42, -0.41, 0.35], [-0.12, -0.01, 0.07], [-0.26, 0.07, -0.10], [-0.03, 0.10, -0.12], [0.01, 0.00, -0.03], [0.12, -0.17, 0.25], [-0.99, -0.73, -0.53], [-0.02, -0.04, 0.02], [0.00, -0.12, 0.04], [0.31, -0.14, 0.01], [0.11, 0.08, -0.02], [0.32, -0.09, -0.08], [-0.14, -0.09, 0.13], [-0.08, -0.33, 0.03], [0.10, -0.13, -0.02], [-0.09, 0.05, -0.02], [-0.02, -0.10, 0.04], [0.57, 0.48, -0.54], [-0.18, 0.18, 0.02], [0.00, 0.07, 0.08], [0.05, 0.11, 0.11], [0.01, 0.07, 0.06], [-0.34, 0.01, -0.15], [0.30, 0.21, 0.31], [0.00, -0.02, 0.07], [0.01, 0.04, -0.01], [-0.10, 0.31, -0.35], [-0.09, -0.08, -0.10], [-0.01, 0.02, -0.02], [-0.01, 0.02, -0.03], [0.00, -0.01, 0.03], [-0.03, -0.03, 0.00], [0.04, 0.00, 0.02], [0.02, 0.03, -0.02], [-0.03, -0.01, -0.03], [0.00, -0.03, 0.01], [-0.02, 0.03, 0.00], [0.04, 0.00, 0.03], [-0.01, 0.03, 0.01], [0.04, 0.01, -0.01], [-0.01, -0.02, -0.02], [-0.01, -0.02, 0.00], [-0.01, 0.03, 0.02]],
  "charge": 2,
  "fmax_ev_per_a": 2.319,
  "orbital_gap_ev": 5.70,
  "spin_multiplicity": 1,
  "lumo_energy_ev": -9.1379,
  "de_lowest_kj_mol": 46.0
}